This record from the OMol25 dataset describes a molecular structure, C42H42Cl2InN4PS at a distorted geometry. The level of theory is ωB97M-V/def2-TZVPD.

```
93
Properties=species:S:1:pos:R:3:forces:R:3:lowdin_charge:R:1
In 0.132076 0.610122 1.134745 -0.02 -0.02 -0.26 0.81
C 4.014304 -5.067034 -2.463672 0.01 0.01 0.06 -0.04
C 4.000886 -3.686037 -2.601521 0.02 0.07 -0.05 -0.05
C 2.807579 -2.992382 -2.489735 -0.07 0.06 0.09 -0.07
C 1.640999 -3.695144 -2.202430 -0.20 0.32 0.27 -0.31
C 1.655002 -5.075518 -2.012810 -0.07 0.03 0.07 -0.07
C 2.849851 -5.758752 -2.155289 0.01 -0.04 0.00 -0.05
P 0.055111 -2.903374 -2.418701 -0.47 0.05 -0.81 1.20
C -1.259965 -3.400413 -1.304227 0.33 -0.03 -0.12 -0.30
C -2.526212 -3.611753 -1.851409 0.04 -0.03 0.03 -0.07
C -3.561355 -4.020192 -1.027350 0.03 -0.02 -0.02 -0.06
C -3.334618 -4.202309 0.330666 -0.02 0.02 -0.05 -0.04
C -2.077789 -3.967728 0.872634 0.02 0.00 0.11 -0.05
C -1.029896 -3.568004 0.059131 -0.01 -0.02 -0.06 -0.07
C -0.470340 -3.057438 -4.157055 -0.08 0.10 0.05 -0.21
C -0.885656 -3.796368 -5.227222 0.09 -0.06 0.24 -0.02
C -1.223166 -3.072068 -6.399798 -0.09 -0.10 -0.14 -0.04
C -1.205281 -1.699574 -6.492387 -0.05 0.11 -0.01 0.02
C -0.847305 -0.911472 -5.368882 0.08 -0.31 0.20 -0.14
C -0.880064 0.481285 -5.133055 -0.10 0.05 -0.15 0.02
C -0.563873 0.977814 -3.891729 0.00 0.28 0.09 -0.05
C -0.142453 0.196446 -2.781398 0.15 -0.15 0.09 -0.05
C -0.074773 -1.157845 -2.992390 0.09 0.12 0.01 -0.17
C -0.456486 -1.655624 -4.261672 0.08 -0.05 0.28 -0.22
H 4.940584 -5.608601 -2.598197 0.01 -0.01 0.04 0.12
H 4.914520 -3.150222 -2.819995 0.01 -0.02 -0.02 0.12
H 2.770751 -1.918236 -2.626014 0.06 0.00 -0.05 0.11
H 0.740831 -5.603164 -1.767393 0.02 -0.06 -0.04 0.12
H 2.871595 -6.832780 -2.039755 0.00 -0.03 0.03 0.12
H -2.686285 -3.475346 -2.912778 -0.06 -0.04 -0.01 0.11
H -4.537067 -4.218718 -1.447991 -0.04 0.02 0.00 0.12
H -4.144312 -4.537271 0.964281 0.01 0.00 0.04 0.12
H -1.913375 -4.116341 1.931254 0.02 0.01 0.01 0.11
H -0.042064 -3.392253 0.459122 0.15 0.00 0.14 0.09
H -0.980104 -4.873306 -5.210354 0.06 -0.02 -0.02 0.12
H -1.541399 -3.644225 -7.260714 0.03 0.02 -0.06 0.12
H -1.490860 -1.227762 -7.422818 -0.03 0.02 -0.02 0.13
H -1.189551 1.154838 -5.920987 0.01 0.07 0.00 0.13
H -0.651782 2.044647 -3.732755 0.07 0.05 -0.02 0.11
H 0.074553 0.733118 -1.858091 -0.04 -0.37 -0.15 0.06
Cl -1.385131 2.215563 3.253522 -0.22 0.19 0.12 0.49
C -0.294460 2.098398 4.648894 0.08 0.01 0.12 -0.94
Cl 1.113373 1.087076 4.283324 0.07 0.06 0.14 0.51
H -0.834152 1.648241 5.474975 -0.01 0.02 -0.08 0.04
H 0.053740 3.095894 4.893858 -0.03 -0.05 -0.04 0.04
C -5.224641 0.696817 -1.500006 0.15 0.02 -0.07 -0.15
C -4.050958 -0.266313 -1.491128 -0.20 0.00 0.02 -0.19
N -2.973159 0.353913 -0.744101 0.00 0.09 -0.08 0.07
C -2.664584 1.691796 -0.836632 0.14 -0.11 0.22 -0.40
N -1.513545 2.060257 -0.345678 0.12 -0.16 0.11 -0.09
C -1.159888 3.473926 -0.394586 -0.03 -0.11 -0.02 -0.25
C -2.388725 4.367899 -0.333203 0.10 -0.17 -0.06 -0.15
C -3.339478 3.952837 -1.443350 0.20 0.14 0.10 -0.14
N -3.592773 2.520223 -1.367839 -0.08 -0.04 0.01 -0.03
C -4.756635 2.017833 -2.086057 -0.12 -0.20 -0.03 -0.14
H -5.571370 0.849534 -0.476943 -0.05 0.00 0.00 0.13
H -6.049000 0.301071 -2.090777 0.00 -0.02 -0.01 0.12
H -3.750234 -0.503539 -2.521724 0.01 0.00 0.04 0.12
H -4.316101 -1.198947 -0.991660 0.01 0.02 -0.04 0.11
H -2.178561 -0.221675 -0.520739 -0.02 -0.02 -0.06 0.08
H -0.597193 3.672961 -1.315387 0.04 0.12 0.06 0.11
H -0.490215 3.677817 0.448283 0.00 0.10 -0.08 0.09
H -2.113261 5.415794 -0.443003 -0.05 0.01 0.03 0.12
H -2.880395 4.229916 0.632236 -0.01 0.09 0.02 0.12
H -2.918649 4.211298 -2.422554 -0.05 0.02 0.01 0.13
H -4.292981 4.473424 -1.339943 0.01 -0.06 -0.05 0.13
H -4.512829 1.888168 -3.148543 -0.06 0.06 0.01 0.13
H -5.549163 2.763504 -2.013317 0.07 0.02 -0.01 0.13
N 2.047157 -1.431395 1.030300 -0.43 0.27 0.04 -0.46
S 2.164777 -1.836910 2.566905 0.90 -0.59 -0.45 0.89
C 3.681331 -1.118329 3.234700 -0.31 0.03 0.09 -0.43
C 4.192748 -1.617887 4.424897 0.04 0.08 0.07 -0.08
C 5.339315 -1.049475 4.955139 -0.09 -0.06 0.02 -0.05
C 5.958547 0.007855 4.301709 0.02 0.07 -0.04 -0.06
C 5.424582 0.511627 3.125582 0.03 -0.01 0.06 -0.06
C 4.272137 -0.046837 2.589438 -0.06 0.00 -0.11 -0.10
C 2.677742 -3.570708 2.702223 -0.51 0.24 0.12 -0.40
C 3.917936 -4.015588 2.275583 0.11 0.02 -0.12 -0.08
C 4.236591 -5.355596 2.420506 0.08 0.05 -0.07 -0.06
C 3.311779 -6.244283 2.953281 -0.08 -0.02 -0.03 -0.06
C 2.060056 -5.796518 3.347611 0.07 -0.09 0.05 -0.06
C 1.747717 -4.449328 3.238824 -0.03 0.12 -0.01 -0.10
H 2.917957 -1.572062 0.520323 0.09 -0.14 0.08 -0.01
H 3.707086 -2.446493 4.923514 0.04 -0.02 0.04 0.12
H 5.747757 -1.436225 5.877967 0.03 0.00 0.02 0.12
H 6.857683 0.443510 4.713909 0.02 0.01 0.02 0.11
H 5.902180 1.339979 2.621992 0.02 0.03 -0.01 0.11
H 3.844174 0.344718 1.674552 0.00 -0.04 0.01 0.10
H 4.634275 -3.327429 1.843817 0.04 0.03 0.07 0.12
H 5.217603 -5.707087 2.130805 0.00 -0.01 -0.05 0.11
H 3.572377 -7.288613 3.057187 -0.01 -0.01 0.03 0.11
H 1.341903 -6.491346 3.759981 -0.02 0.01 0.03 0.11
H 0.794847 -4.071183 3.587877 -0.05 -0.03 0.00 0.10
```
Positions in Å, forces in eV/Å.

Kohn-Sham gap: 7.9 eV
electronic energy: -100525.007 eV
net charge: +2
relative energy (zero: lowest compared OMol25 entry of this formula, charge and spin): 257.5 kJ/mol


This record from the OMol25 dataset describes a molecular structure, C42H42O2P2Pb at a distorted geometry. The level of theory is ωB97M-V/def2-TZVPD.

```
89
Properties=species:S:1:pos:R:3:forces:R:3:lowdin_charge:R:1
Pb 2.015450 -0.671718 -4.160135 -1.84 -0.15 -0.20 1.34
C 0.835687 1.852585 1.592806 0.16 0.48 -1.05 -0.12
C 1.855524 1.879484 0.730516 -0.14 0.34 0.14 -0.11
C 3.293575 1.838204 1.160827 0.05 -0.21 0.18 -0.18
C 3.876836 0.411855 1.251769 0.46 -0.17 -0.40 -0.19
C 2.914476 -0.710059 1.502907 -0.14 -0.46 1.34 -0.12
C 2.033533 -0.687839 2.508692 0.40 -0.38 0.15 -0.14
C 1.910157 0.448711 3.466037 0.09 0.54 0.26 -0.19
C 0.908623 1.547191 3.045379 -0.18 0.00 0.62 -0.18
C 2.080770 -2.735750 -3.320521 0.37 -0.48 0.29 -0.33
H -0.154227 2.101701 1.213466 0.04 -0.44 -0.07 0.11
H 1.667376 1.927885 -0.343084 -0.29 0.33 0.50 0.08
H 3.346375 2.293027 2.161679 0.13 0.07 -0.43 0.10
H 3.944465 2.418783 0.477324 -0.44 -0.10 0.35 0.11
H 4.395358 0.165703 0.320869 0.04 0.15 0.02 0.10
H 4.643659 0.428832 2.041054 -0.04 -0.15 -0.15 0.11
H 3.079967 -1.622319 0.938249 -0.33 0.21 -0.12 0.10
H 1.388314 -1.527387 2.770273 0.28 -0.14 -0.44 0.10
H 2.887684 0.910719 3.603069 0.11 -0.03 0.03 0.09
H 1.624764 0.083081 4.464204 -0.01 0.03 -0.29 0.11
H -0.093576 1.231429 3.354987 0.06 0.10 0.02 0.10
H 1.138902 2.454765 3.617719 -0.11 -0.02 0.05 0.11
H 1.179588 -3.292655 -3.635220 0.18 0.32 0.23 0.00
H 2.223306 -2.743634 -2.229557 -0.19 -0.16 -0.46 -0.01
H 2.937417 -3.213542 -3.809690 -0.34 0.14 0.22 -0.09
P 4.501853 0.272357 -5.990683 0.33 1.07 -0.61 0.94
P 5.385082 -2.885294 -5.418529 0.51 -1.30 -0.94 1.03
C 5.955140 -0.220748 -5.043618 0.79 -1.11 0.58 -0.35
C 6.438982 -1.486110 -5.024593 0.07 1.30 0.01 -0.35
C 5.412641 1.215898 -7.327225 -0.06 -0.18 -0.30 -0.38
C 6.665689 1.812341 -7.135912 0.04 0.15 -0.35 -0.10
C 7.342489 2.414106 -8.204608 -0.12 -0.16 0.01 -0.08
C 6.794420 2.407564 -9.489552 -0.42 -0.19 0.23 -0.08
C 5.522817 1.851483 -9.676646 0.07 -0.02 0.04 -0.09
C 4.836396 1.260312 -8.610718 0.26 0.10 0.27 -0.10
C 4.040063 1.644285 -4.864876 0.67 -0.08 0.79 -0.45
C 3.746195 1.244240 -3.524001 -0.11 1.43 -0.43 -0.28
C 3.104939 2.169546 -2.688587 0.58 0.03 0.34 -0.08
C 3.103382 3.527931 -3.017923 -0.11 0.09 -0.42 -0.06
C 3.572031 3.945136 -4.271544 0.00 -0.21 0.30 -0.06
C 3.977492 2.992762 -5.217065 -0.19 -0.06 0.21 -0.08
C 6.696174 -3.809431 -6.423879 -0.10 -0.08 -0.18 -0.35
C 7.304208 -3.127721 -7.494333 0.12 -0.21 0.28 -0.11
C 8.398534 -3.678837 -8.165830 -0.11 -0.11 0.20 -0.09
C 8.885235 -4.938850 -7.802279 -0.28 0.06 0.11 -0.10
C 8.227650 -5.668237 -6.808514 -0.17 0.28 -0.03 -0.09
C 7.129101 -5.113488 -6.137473 0.15 0.23 0.01 -0.09
C 5.483766 -3.854016 -3.855987 -0.27 -0.02 0.32 -0.41
C 4.521554 -4.872812 -3.678934 0.44 0.25 0.17 -0.15
C 4.462471 -5.588262 -2.482541 0.27 0.03 -0.11 -0.08
C 5.373181 -5.302893 -1.455417 -0.02 0.02 -0.30 -0.08
C 6.331996 -4.297717 -1.627804 -0.16 -0.15 -0.10 -0.08
C 6.378951 -3.563407 -2.818797 -0.23 -0.40 0.17 -0.08
H 6.457633 0.600905 -4.520381 0.36 -0.31 -0.43 0.08
H 7.492052 -1.701355 -4.794592 -0.43 0.27 0.46 0.09
H 7.131250 1.807453 -6.151881 -0.08 0.04 -0.25 0.10
H 8.313123 2.879509 -8.040897 -0.18 -0.15 0.03 0.10
H 7.345240 2.820834 -10.339237 -0.23 -0.07 0.36 0.11
H 5.062616 1.861622 -10.665459 0.14 -0.01 0.25 0.10
H 3.845424 0.825868 -8.765448 0.33 0.08 -0.02 0.10
H 4.138595 0.314407 -3.077015 -0.44 0.06 -0.33 0.10
H 2.646474 1.825800 -1.760140 0.59 0.11 -0.27 0.07
H 2.767971 4.269815 -2.284707 -0.05 -0.37 -0.34 0.11
H 3.627922 5.011051 -4.514364 -0.09 -0.42 0.09 0.11
H 4.298655 3.315886 -6.210221 -0.21 -0.17 0.27 0.11
H 6.941111 -2.138812 -7.773006 0.12 -0.11 0.03 0.10
H 8.886872 -3.112476 -8.957988 -0.13 -0.13 0.16 0.10
H 9.766828 -5.350951 -8.293033 -0.25 0.09 0.09 0.10
H 8.581677 -6.662214 -6.529700 -0.12 0.27 -0.11 0.10
H 6.632426 -5.684911 -5.352422 0.20 0.14 -0.15 0.10
H 3.789983 -5.059438 -4.471447 0.30 -0.04 0.26 0.11
H 3.708703 -6.372469 -2.363878 0.29 0.32 0.04 0.11
H 5.332981 -5.878195 -0.527873 0.04 0.24 -0.26 0.10
H 7.054947 -4.093769 -0.834186 -0.28 -0.01 -0.23 0.10
H 7.113886 -2.766916 -2.923788 -0.17 -0.22 0.03 0.09
O 0.459461 0.193871 -2.674061 0.67 -0.62 0.31 -0.26
C 0.638301 -0.294733 -1.477143 1.17 -0.31 -0.07 -0.60
O 1.752789 -0.695965 -1.059720 -1.59 0.62 -0.60 -0.04
C -0.619611 -0.325937 -0.653680 -0.47 0.64 0.59 -0.12
C -0.709129 -0.768964 0.681789 0.13 0.15 -0.48 -0.02
C -1.911901 -0.669768 1.374047 -0.13 -0.56 -0.16 -0.09
C -3.082099 -0.301703 0.713138 0.12 0.20 0.09 -0.09
C -2.980771 0.227455 -0.569774 -0.22 -0.17 0.05 -0.08
C -1.746975 0.285649 -1.214189 -0.17 -0.09 -0.10 -0.03
H 0.166762 -1.160295 1.184341 -0.09 0.11 -0.28 0.08
H -1.977762 -0.959231 2.419619 0.15 -0.13 -0.14 0.10
H -4.048507 -0.425647 1.218379 0.41 0.30 -0.26 0.11
H -3.882932 0.560961 -1.075582 0.18 0.11 0.02 0.10
H -1.640229 0.806957 -2.168783 -0.14 -0.45 0.28 0.12
```
Positions in Å, forces in eV/Å.

Kohn-Sham gap: 7.1 eV
electronic energy: -72152.253 eV
net charge: 0